Entry 1:
46
Properties=species:S:1:pos:R:3:forces:R:3 method="wB97M-V/def2-TZVPD" e_tot_ha=-1073.8953 orbital_gap_ev=10.45 smiles=OCCO.OCCO.OCCO.OCCO.O.O relative_energy_ev=1.346
O -1.08208 2.84092 -1.60135 -0.7 0.8 -0.4
C -2.35632 2.17693 -1.58114 1.3 1.3 0.3
C -2.52263 1.08276 -2.62598 -0.6 1.3 -0.9
O -3.93296 0.88769 -2.69497 0.5 -0.9 -0.1
H -0.38108 2.24798 -1.38340 0.5 -1.0 0.2
H -2.53518 1.88288 -0.54480 -0.1 -1.0 -0.1
H -3.08425 2.98468 -1.66229 0.0 -0.1 -0.8
H -1.92395 0.22406 -2.39600 0.0 -1.0 0.6
H -2.21329 1.27380 -3.67327 0.0 0.8 0.7
H -4.10198 0.52204 -1.83317 -0.9 -0.3 0.5
O -2.68908 -0.12077 1.35482 -1.5 0.5 -0.6
C -1.37086 -0.13157 0.87521 0.3 -2.1 2.3
C -0.60940 -1.11971 1.82944 -1.2 0.3 0.0
O 0.71700 -1.17642 1.45019 1.4 0.4 -0.6
H -2.78830 -0.11480 2.31955 0.6 0.1 -0.5
H -1.35462 -0.42214 -0.17694 -0.1 -0.1 0.2
H -0.83258 0.78963 0.98689 0.0 0.9 -0.1
H -0.98634 -2.16169 1.86705 -0.4 0.6 -0.3
H -0.77604 -0.71999 2.89030 0.6 -0.3 -1.2
H 0.78704 -0.82431 0.52502 0.1 -0.2 0.9
O -2.12506 -4.09739 -2.12928 1.1 0.0 -0.8
C -1.31467 -3.09943 -1.50641 -0.5 -0.9 -0.2
C 0.11055 -3.37148 -1.90931 0.4 0.1 -0.5
O 0.98415 -2.36877 -1.32238 0.1 -1.5 0.0
H -3.04058 -4.03706 -1.89970 -0.7 0.4 0.4
H -1.61790 -2.08602 -1.72747 -0.1 0.4 -0.5
H -1.41097 -3.23650 -0.45613 0.1 0.1 1.2
H 0.20849 -3.39588 -3.00389 0.0 0.4 0.2
H 0.41768 -4.37389 -1.58681 -0.2 0.2 0.1
H 1.58527 -2.93248 -0.80216 -0.1 0.9 -0.1
O 3.09878 -0.81242 2.85212 -1.0 0.1 1.0
C 3.41285 0.39503 2.23440 -0.5 0.5 -1.7
C 2.63867 1.65448 2.70554 -0.2 0.3 -0.5
O 3.16080 2.93336 2.26127 0.0 -0.3 -1.0
H 2.17521 -0.99926 2.57985 0.4 -0.2 0.0
H 4.46231 0.53131 2.30094 1.1 0.5 0.5
H 3.25266 0.20817 1.17213 -0.2 0.6 -0.4
H 2.72626 1.71009 3.73122 0.0 -0.4 2.5
H 1.55162 1.59555 2.49986 0.5 -0.1 -0.3
H 3.33054 3.59137 2.95381 -0.3 -0.9 0.0
O 2.20104 3.17901 -0.31311 0.5 -1.2 -0.6
H 2.24745 3.24170 0.63156 0.9 -0.4 1.5
H 1.55662 3.83213 -0.45823 -1.5 1.5 -1.1
O 1.12718 0.47638 -0.83504 -1.1 1.3 0.5
H 1.46687 1.39419 -0.74047 0.3 -0.4 0.1
H 1.83105 -0.05417 -1.15749 1.0 -0.7 -0.8

***

Entry 2:
17
Properties=species:S:1:pos:R:3:forces:R:3 method="wB97M-V/def2-TZVPD" e_tot_ha=-251.7811 orbital_gap_ev=9.50 smiles=CN1CCCC1 relative_energy_ev=2.216
C 1.39843 -0.50710 -1.50592 1.3 3.6 0.3
N 0.73507 -0.58453 -0.22845 -2.7 1.8 0.6
C -0.71206 -0.85622 -0.35409 -0.1 -3.1 3.7
C -1.51037 0.29253 0.26486 -2.6 0.8 -0.7
C -0.66594 0.89958 1.33484 1.7 0.6 -0.4
C 0.70247 0.66126 0.65538 2.3 -3.5 3.5
H 1.71932 -1.49525 -1.75555 0.1 -0.5 -0.8
H 2.32585 0.15675 -1.27697 -1.1 -1.3 -0.8
H 0.83911 0.08657 -2.34456 0.7 -1.3 1.2
H -1.11566 -0.99342 -1.29692 -0.1 -0.6 -2.3
H -0.83851 -1.93017 0.23970 -0.4 2.6 -1.3
H -2.40236 0.01031 0.86884 -0.1 -0.3 -1.4
H -1.84585 1.04311 -0.59981 0.8 -1.4 2.0
H -0.81499 0.33329 2.32340 0.4 1.1 -1.4
H -0.76649 2.03393 1.39622 -0.2 -1.6 0.5
H 1.01138 1.52058 0.19553 0.9 2.2 -1.6
H 1.46755 0.38572 1.47892 -0.8 0.9 -1.2

***

LUMO: 0.416, 1.119 (eV)